ORCA calculation (the ωB97M-V functional and the def2-TZVPD basis) on 2 unconnected molecules or ions with the total composition C7H19N5 in a non-equilibrium geometry.

Cartesian coordinates (Å):
C -1.76504 2.55320 1.03352
H -1.50460 3.61052 0.97708
H -3.59753 0.43534 -0.99728
H -0.58272 2.13162 -0.70022
N -2.84523 -1.47040 -0.88112
H -0.55698 -1.59385 1.99543
N 2.20065 0.53520 -0.78320
C 3.57140 0.68791 -1.25539
H -2.37788 -3.04748 0.24051
C -1.58955 1.89584 -0.32286
C 2.10401 -1.71821 0.31610
H -1.58027 -2.95796 -1.17502
C -2.72216 -0.13627 -0.67307
H 2.53771 -2.28521 1.13808
H -3.58153 -1.81984 -1.46784
N 0.32136 -1.09349 1.97110
C 0.84852 -0.96681 0.64346
C 2.12949 -0.21267 0.43883
H -2.32188 2.32767 -1.03974
H 0.16646 -0.87042 -0.19285
H 3.56328 1.14214 -2.24893
H 2.63080 0.15330 1.32481
N -1.67589 0.44083 -0.26635
H -2.78642 2.43232 1.40400
H 4.02105 -0.32394 -1.32823
H -1.10100 2.08605 1.75242
H 1.79658 1.45596 -0.59751
N -1.91660 -2.38661 -0.38376
H 4.18271 1.31674 -0.58339
H 2.27088 -2.15345 -0.67845
H 0.16041 -0.16801 2.33986

Atoms 1-6, force components in eV/Å:
C -0.02 -0.08 0.02
H -0.16 0.05 0.05
H -0.18 -0.12 -0.23
H -0.28 -0.05 -0.01
N -0.52 -0.69 0.40
H 0.01 0.02 -0.25

Output
HOMO in eV: -8.03
Charge: 0
Kohn-Sham gap in eV: 8.8
Energy above the lowest of the compared OMol25 structures with the same formula, charge and spin in kcal per mole: 32.86
LUMO in eV: 0.74
F_max in eV/Å: 1.37
Structure (SMILES): CN[C@@H]1C[C@H]1N.CC/N=C/NN
Calculated total energy in a.u.: -551.79309

---

ORCA calculation (the ωB97M-V functional and the def2-TZVPD basis) on C5H3FN2 in the gas phase in a non-equilibrium geometry.

Cartesian coordinates (Å):
C 1.08631 -0.08384 0.06419
N 2.85000 1.81202 -0.01824
C -1.14438 -1.12601 -0.03680
C -0.24351 0.06690 -0.00952
H -0.54822 -2.02953 0.00279
H -1.76997 -1.04497 -0.91852
N -1.38575 2.41478 0.03536
F 1.69368 -1.29070 0.00651
C 2.03498 0.99178 -0.02321
H -1.74299 -1.10499 0.93426
C -0.83016 1.39456 -0.03682

Atoms 1-6, force components in eV/Å:
C 0.19 0.32 -0.95
N -0.79 -0.67 -0.14
C -0.50 0.46 1.72
C 0.60 -0.01 0.11
H -0.07 -0.14 -0.34
H -0.31 -0.35 0.07

Output
HOMO in eV: -10.67
Charge: 0
Kohn-Sham gap in eV: 10.0
Energy above the lowest of the compared OMol25 structures with the same formula, charge and spin in kcal per mole: 2.22
LUMO in eV: -0.70
F_max in eV/Å: 1.86
Structure (SMILES): C/C(C#N)=C(\F)C#N
Calculated total energy in a.u.: -401.65162

---

ORCA calculation (the ωB97M-V functional and the def2-TZVPD basis) on a gas-phase ion, C4H9N2 (charge +1) in a non-equilibrium geometry.

Cartesian coordinates (Å):
H 2.11885 0.22609 -0.20599
C -0.45080 1.55974 -0.13847
H -1.39062 2.10226 -0.20243
C -0.71214 0.07919 -0.04029
C 0.35938 -0.86622 -0.53826
H 1.51967 -0.49634 1.17443
H -2.16250 -0.73655 1.72000
N 1.67109 -0.62266 0.16461
H 2.30735 -1.41701 0.02702
H 0.04272 -1.89586 -0.35721
H 0.07103 1.93081 0.74357
H 0.13273 1.80646 -1.02367
C -1.83409 -0.47432 0.73773
H 0.53122 -0.74298 -1.60955
N -2.20390 -0.45261 -0.45149

Atoms 1-6, force components in eV/Å:
H -0.06 -0.23 0.22
C -0.10 -0.20 0.05
H -0.03 0.01 0.00
C -1.47 -0.64 -0.33
C -0.95 -0.08 -0.21
H 0.11 -0.04 -0.26

Output
HOMO in eV: -13.95
Charge: +1
Kohn-Sham gap in eV: 10.0
Energy above the lowest of the compared OMol25 structures with the same formula, charge and spin in kcal per mole: 65.24
LUMO in eV: -4.00
F_max in eV/Å: 1.70
Structure (SMILES): C[C@@]1(C[NH3+])C=N1
Calculated total energy in a.u.: -266.99532